12
Properties=species:S:1:pos:R:3:forces:R:3 method="wB97M-V/def2-TZVPD" max_force_ev_per_a=4.17 total_charge=+2 homo_lumo_gap_ha=0.3234
H 1.599 1.783 -0.181 -0.14 -0.16 0.19
H 1.483 1.286 1.544 -0.01 -0.03 -0.28
C -0.382 -0.457 0.018 0.18 0.32 -1.59
O -0.121 0.762 0.360 -1.01 -0.53 0.06
La -2.587 -1.326 -1.732 -1.22 2.03 3.36
O 0.702 -1.152 -0.178 -0.71 -0.39 0.09
O -3.955 -0.249 -0.324 2.50 -2.02 -2.65
C 1.312 0.983 0.508 0.60 0.26 0.30
H 2.376 -0.890 0.995 -0.05 0.13 -0.22
H 2.544 -0.376 -0.723 -0.16 -0.07 0.24
C 1.893 -0.381 0.157 0.73 0.10 0.22
H -4.864 0.017 -0.444 -0.71 0.34 0.28